Entry 1:
Formula: C20H45CrN2P3SSe
Source: the Open Molecules 2025 dataset
Level of theory: ωB97M-V/def2-TZVPD

The geometry in XYZ format:
```
73
Properties=species:S:1:pos:R:3:forces:R:3:mulliken_charge:R:1
Cr 0.057 -0.462 0.429 0.5 2.8 -2.2 -0.40
P -1.208 -2.211 1.073 -1.0 -2.3 0.9 0.98
P 1.745 -0.708 2.022 1.3 -0.2 1.4 1.15
P 1.414 -1.528 -1.348 1.2 -1.2 -0.3 1.02
H -2.657 4.018 -6.143 -0.2 -0.4 -0.2 0.30
C -2.628 3.031 -6.624 -0.5 0.0 -0.2 -0.72
C -3.528 2.069 -6.374 0.0 0.5 -0.5 -0.51
H -4.427 2.253 -5.767 0.6 -0.1 0.0 0.32
C -2.626 -1.954 2.204 -0.3 0.0 0.0 -1.28
C -0.407 -3.647 1.887 -0.1 0.0 -0.1 -1.34
C -2.009 -2.970 -0.393 -0.1 0.2 0.1 -1.16
C 3.064 0.550 2.170 -0.1 0.2 -0.4 -1.47
C 1.139 -0.574 3.743 -0.4 -0.1 0.1 -1.24
C 2.810 -2.193 2.168 -0.1 -0.3 -0.1 -1.49
C 0.916 -1.501 -3.110 -0.4 0.0 0.1 -1.00
C 1.689 -3.314 -1.015 0.0 -0.3 -0.1 -1.36
C 3.130 -0.872 -1.404 -0.1 0.3 0.1 -1.06
H -1.845 2.917 -7.388 -0.4 -0.1 0.4 0.39
H -3.482 1.107 -6.896 0.0 0.4 0.2 0.27
H -3.324 -1.197 1.806 0.3 -0.5 0.2 0.47
H -2.288 -1.639 3.207 -0.1 -0.2 -0.4 0.28
H -3.139 -2.930 2.288 0.2 0.4 0.1 0.56
H -0.002 -3.365 2.872 -0.2 -0.1 -0.3 0.37
H 0.388 -4.068 1.257 -0.3 0.1 0.3 0.33
H -1.205 -4.395 2.021 0.4 0.1 0.0 0.54
H -2.581 -2.204 -0.941 0.1 -0.3 0.1 0.38
H -2.698 -3.732 0.007 0.2 0.2 -0.4 0.49
H -1.279 -3.437 -1.069 -0.3 0.1 0.3 0.37
H 3.738 0.217 2.970 -0.1 0.1 -0.2 0.51
H 2.638 1.515 2.451 0.0 0.0 0.0 0.37
H 3.629 0.675 1.244 0.0 0.0 0.1 0.40
H 1.906 -1.016 4.392 -0.2 0.1 -0.1 0.57
H 0.186 -1.082 3.919 0.1 0.0 0.0 0.27
H 1.024 0.480 4.011 0.0 -0.1 -0.1 0.36
H 3.429 -2.032 3.061 -0.1 -0.1 -0.2 0.61
H 3.479 -2.321 1.313 -0.1 0.1 0.1 0.43
H 2.236 -3.108 2.312 0.1 0.1 0.0 0.37
H 1.645 -2.032 -3.740 -0.1 0.0 0.4 0.51
H 0.833 -0.474 -3.485 0.0 -0.1 0.2 0.27
H -0.061 -1.989 -3.224 0.2 0.1 0.0 0.38
H 2.315 -3.708 -1.826 -0.1 0.1 0.1 0.55
H 0.756 -3.886 -1.006 0.2 0.2 -0.1 0.35
H 2.215 -3.513 -0.073 -0.2 0.3 -0.2 0.34
H 3.661 -1.338 -2.246 -0.2 0.1 0.2 0.52
H 3.701 -1.077 -0.490 -0.3 0.0 -0.2 0.26
H 3.110 0.215 -1.552 0.1 -0.2 -0.1 0.20
C 0.385 2.132 -2.154 0.0 -0.2 0.7 0.47
C -0.924 1.763 -2.521 0.3 -0.3 -0.6 -0.02
C -1.277 1.832 -3.869 -0.4 -0.4 0.9 -0.73
C -0.357 2.297 -4.812 0.2 0.2 0.3 -0.09
C 0.913 2.736 -4.423 0.0 -0.1 -0.1 -0.86
C 1.312 2.613 -3.101 -0.1 0.2 0.1 -0.36
Se 0.997 1.862 -0.338 0.2 0.2 -1.3 -0.10
H 0.572 0.047 -1.124 -0.5 -0.5 1.0 -0.22
H -1.611 1.389 -1.764 0.0 0.2 -0.2 0.37
H -2.284 1.510 -4.167 0.6 0.3 0.0 0.32
H -0.642 2.343 -5.853 0.0 0.0 0.1 0.42
H 1.563 3.165 -5.186 0.1 -0.2 0.3 0.42
H 2.325 2.841 -2.788 -0.1 0.2 -0.1 0.48
C -1.686 1.447 5.212 -0.2 0.3 0.5 -0.99
N -2.131 1.328 3.819 0.5 -0.5 -1.7 -0.14
C -1.414 1.613 2.713 0.9 0.7 1.1 0.61
S -1.811 0.892 1.175 -0.3 0.1 0.1 -0.59
N -0.378 2.494 2.755 -0.9 -0.6 -0.8 0.37
C -0.362 3.621 3.702 0.4 0.3 0.5 -1.00
H -2.095 2.363 5.655 0.2 -0.3 0.0 0.39
H -0.597 1.458 5.284 -0.2 0.0 -0.2 0.30
H -2.041 0.589 5.796 -0.1 0.2 -0.4 0.34
H -2.954 0.756 3.620 0.4 0.3 0.3 0.33
H 0.096 2.611 1.837 -0.7 0.1 1.2 -0.26
H 0.074 4.519 3.229 -0.2 -0.6 0.1 0.35
H -1.396 3.854 4.012 0.6 -0.1 -0.1 0.38
H 0.261 3.358 4.577 -0.4 0.4 -0.4 0.32
```
Forces are in eV/Å.

As for the net charge: +3. The gap between HOMO and LUMO (spin up / spin down) comes out at 0.201 / 0.146 Ha. The value obtained for the energy above the lowest of the compared OMol25 structures with the same formula, charge and spin is 1.863 eV. As for the spin multiplicity: 4.

Entry 2:
Formula: C4H14O3
Source: the Open Molecules 2025 dataset
Level of theory: ωB97M-V/def2-TZVPD

The geometry in XYZ format:
```
21
Properties=species:S:1:pos:R:3:forces:R:3:nbo_charge:R:1
C 2.072 1.214 1.200 -0.5 -1.6 4.2 -0.19
C 1.164 0.392 0.790 -1.0 -0.2 -5.1 -0.21
C 0.968 -1.026 1.181 -0.4 -0.5 2.1 -0.65
C 2.833 2.272 0.634 2.8 4.3 2.2 -0.65
H 2.056 0.939 2.278 2.1 0.8 0.0 0.18
H 0.803 0.765 -0.183 -0.3 -1.1 -0.4 0.17
H 0.966 -1.022 2.303 -0.1 -0.4 -0.6 0.21
H 1.835 -1.709 0.933 -1.1 0.9 -0.3 0.23
H -0.009 -1.442 0.860 0.9 0.0 0.2 0.21
H 2.409 3.340 0.929 0.9 -2.0 -0.4 0.22
H 3.940 2.221 1.106 -2.5 0.3 -0.7 0.23
H 3.102 2.353 -0.391 -0.7 -0.6 -1.2 0.23
H -1.479 -1.042 -0.471 0.1 -0.2 -0.2 0.47
H -1.542 0.171 0.440 -0.4 -0.3 -0.5 0.47
O -2.089 -0.376 -0.159 0.2 0.7 0.6 -0.93
H -4.780 1.068 1.475 1.8 -0.5 0.6 0.47
H -6.102 1.586 2.075 0.4 -0.2 -0.3 0.47
O -5.652 1.302 1.266 -2.3 0.7 -0.4 -0.94
H 2.412 -3.769 -4.682 -0.2 0.3 0.4 0.47
H 1.237 -2.824 -4.887 0.7 -0.3 1.1 0.47
O 1.857 -3.144 -4.183 -0.6 0.0 -1.5 -0.94
```
Forces are in eV/Å.

Its structure (SMILES) is C/C=C/C.O.O.O. The gap between HOMO and LUMO comes out at 0.358 Ha. The value obtained for the energy above the lowest of the compared OMol25 structures with the same formula, charge and spin is 2.985 eV.

Entry 3:
Formula: C7H5F3N2O4S3SeTl
Source: the Open Molecules 2025 dataset
Level of theory: ωB97M-V/def2-TZVPD

The geometry in XYZ format:
```
26
Properties=species:S:1:pos:R:3:forces:R:3:nbo_charge:R:1
Tl 0.930 -0.077 -0.144 -0.5 -0.2 -0.7 0.67
F -4.592 1.162 1.646 0.2 -0.3 0.0 -0.32
C -4.466 1.762 0.451 -0.4 0.4 0.3 0.99
F -3.975 2.990 0.692 0.3 0.0 -0.1 -0.32
F -5.744 1.984 0.045 -0.2 -0.1 -0.3 -0.35
C -3.693 0.977 -0.563 0.2 -0.1 -0.1 -0.25
C -4.290 0.587 -1.745 0.1 -0.1 0.0 -0.12
C -3.562 -0.153 -2.671 -0.1 0.0 0.0 -0.34
C -2.240 -0.439 -2.367 -0.4 -0.1 -0.3 0.08
N -1.649 -0.066 -1.254 0.0 0.1 0.2 -0.51
C -2.332 0.635 -0.326 -0.4 0.1 -0.2 0.08
S -1.500 1.095 1.076 0.5 0.2 0.7 -0.36
H -5.315 0.859 -1.955 0.0 0.0 0.1 0.22
H -4.016 -0.500 -3.585 0.0 0.0 -0.1 0.21
H -1.619 -0.994 -3.059 0.0 -0.1 -0.1 0.18
Se 1.025 -1.537 3.848 -0.3 0.0 0.6 0.77
C 0.406 -2.792 2.678 -0.1 0.0 -0.4 -0.04
N 0.015 -3.567 1.922 -0.1 -0.3 -0.1 -0.32
O 3.365 0.069 3.692 0.1 0.2 0.2 -0.97
S 2.755 0.146 2.390 1.1 -0.1 0.2 2.10
O 3.158 -0.880 1.454 0.0 -0.1 0.1 -0.97
O 1.145 -0.178 2.688 0.1 0.0 0.2 -0.90
S 2.704 1.917 1.625 0.0 0.3 0.1 -0.57
O 0.731 2.552 -0.795 0.1 0.4 -0.4 -0.97
H 1.514 2.838 -0.306 -0.2 -0.1 0.0 0.49
H -0.008 2.680 -0.183 -0.2 -0.1 0.2 0.50
```
Forces are in eV/Å.

As for the net charge: -1. The gap between HOMO and LUMO comes out at 0.264 Ha.

Entry 4:
Formula: C50H36F6KNO5P2S3
Source: the Open Molecules 2025 dataset
Level of theory: ωB97M-V/def2-TZVPD

The geometry in XYZ format:
```
104
Properties=species:S:1:pos:R:3:forces:R:3:mulliken_charge:R:1
K 1.783 -1.148 -3.198 -0.6 -0.6 0.2 1.07
O 0.321 -2.650 -1.963 -0.4 -0.2 0.4 -1.22
S 0.021 -1.929 -0.673 -0.1 0.1 0.2 1.95
C -1.688 -1.332 -0.846 0.0 -0.1 0.1 -0.27
C -2.598 -2.335 -1.083 0.0 0.0 0.0 -0.46
C -3.991 -2.134 -1.098 0.0 0.0 0.0 -1.29
C -4.449 -0.884 -0.797 0.0 0.0 0.0 0.51
C -5.855 -0.355 -0.655 0.0 0.0 0.0 -0.87
C -5.681 1.141 -0.285 0.0 0.0 0.0 -0.92
C -4.191 1.376 -0.328 0.0 -0.1 0.0 0.31
C -3.453 2.507 -0.166 0.1 0.0 0.1 -1.40
C -2.060 2.420 -0.366 0.0 0.1 0.0 0.29
C -1.381 1.256 -0.645 0.0 -0.1 0.1 0.15
P 0.337 1.318 -1.307 0.1 -0.2 -0.1 1.42
C 1.331 2.484 -0.309 0.0 0.0 0.0 0.93
C 1.047 3.831 -0.064 0.0 0.0 0.0 -0.33
C 1.909 4.610 0.689 0.0 0.0 0.0 -1.03
C 3.083 4.066 1.197 0.0 0.0 0.0 -0.63
C 3.401 2.745 0.928 0.0 0.0 0.0 -0.97
C 2.531 1.967 0.176 0.0 0.0 0.1 -0.48
C 0.012 2.243 -2.854 -0.1 0.1 0.0 1.11
C -1.012 1.785 -3.686 0.0 0.0 0.0 -0.99
C -1.212 2.343 -4.936 0.0 0.0 0.0 -0.70
C -0.383 3.364 -5.383 0.0 0.0 0.0 -0.68
C 0.639 3.821 -4.568 0.0 0.0 0.0 -0.62
C 0.836 3.267 -3.310 0.0 0.0 0.0 -0.74
C -2.124 0.026 -0.684 0.1 0.0 0.0 0.25
C -3.525 0.161 -0.596 0.0 0.0 0.0 0.58
C -0.321 -3.281 0.492 0.0 -0.1 0.0 -0.10
C -0.232 -4.522 -0.085 0.0 0.0 0.0 -0.56
C -0.563 -5.717 0.592 0.0 0.0 0.0 -1.30
C -1.009 -5.623 1.874 0.0 0.0 0.0 0.52
C -1.499 -6.676 2.838 0.0 0.0 0.0 -0.89
C -1.779 -5.907 4.156 0.0 0.0 0.0 -0.87
C -1.510 -4.459 3.822 0.0 0.0 0.0 -0.08
C -1.612 -3.328 4.578 0.0 0.0 0.0 -1.08
C -1.197 -2.110 4.005 0.1 0.0 0.1 -0.16
C -0.732 -1.987 2.713 0.0 0.0 0.0 0.02
P 0.060 -0.437 2.145 0.0 0.1 -0.2 1.84
C 1.682 -0.639 2.976 0.0 0.0 0.1 0.48
C 2.740 -1.078 2.184 0.0 0.0 0.0 -0.37
C 3.991 -1.318 2.737 0.0 0.0 0.0 -0.67
C 4.196 -1.109 4.092 0.0 0.0 0.0 -0.60
C 3.147 -0.674 4.893 0.0 0.0 0.0 -0.74
C 1.897 -0.450 4.341 0.0 0.0 0.0 -0.19
C -0.784 0.842 3.128 0.0 0.1 0.0 0.19
C -0.097 1.990 3.525 0.0 0.0 -0.1 -0.87
C -0.772 3.044 4.123 0.0 0.0 0.0 -0.76
C -2.142 2.969 4.333 0.0 0.0 0.0 -0.65
C -2.834 1.835 3.932 0.0 0.0 0.0 -0.80
C -2.162 0.784 3.327 -0.1 0.0 -0.1 -0.48
C -0.694 -3.143 1.873 0.0 -0.1 0.0 -1.43
C -1.059 -4.354 2.492 0.0 0.0 0.0 1.56
H -2.220 -3.339 -1.236 0.0 0.0 0.0 0.59
H -4.657 -2.962 -1.300 0.0 0.0 0.0 0.45
H -6.406 -0.906 0.109 0.0 0.0 0.0 0.33
H -6.405 -0.477 -1.589 0.0 0.0 0.0 0.29
H -6.079 1.355 0.709 0.0 0.0 0.0 0.27
H -6.203 1.797 -0.982 0.0 0.0 0.0 0.31
H -3.904 3.466 0.058 0.0 0.0 0.0 0.47
H -1.508 3.347 -0.343 0.0 0.0 0.0 -0.01
H 0.175 4.297 -0.502 0.0 0.0 0.0 0.44
H 1.672 5.651 0.866 0.0 0.0 0.0 0.43
H 3.756 4.680 1.782 0.0 0.0 0.0 0.45
H 4.324 2.315 1.293 0.0 0.0 0.0 0.52
H 2.795 0.942 -0.054 0.0 0.0 0.0 0.48
H -1.657 0.976 -3.356 0.0 0.0 0.0 0.34
H -2.008 1.971 -5.569 0.0 0.0 0.0 0.44
H -0.529 3.792 -6.366 0.0 0.0 0.0 0.40
H 1.299 4.607 -4.914 0.0 0.0 0.0 0.41
H 1.653 3.623 -2.696 0.0 0.0 0.0 0.26
H 0.075 -4.563 -1.123 0.0 0.0 0.0 0.60
H -0.481 -6.667 0.078 0.0 0.0 0.0 0.43
H -0.764 -7.469 2.973 0.0 0.0 0.0 0.35
H -2.405 -7.148 2.453 0.0 0.0 0.0 0.30
H -1.118 -6.239 4.959 0.0 0.0 0.0 0.28
H -2.801 -6.054 4.508 0.0 0.0 0.0 0.32
H -1.960 -3.351 5.604 0.0 0.0 0.0 0.47
H -1.220 -1.223 4.628 0.0 -0.1 0.0 0.53
H 2.576 -1.235 1.124 0.0 0.0 0.0 0.17
H 4.803 -1.661 2.109 0.0 0.0 0.0 0.47
H 5.172 -1.286 4.526 0.0 0.0 0.0 0.40
H 3.305 -0.514 5.952 0.0 0.0 0.0 0.44
H 1.083 -0.114 4.973 0.0 0.0 0.0 0.33
H 0.971 2.069 3.358 0.0 0.0 0.0 0.46
H -0.222 3.926 4.424 0.0 0.0 0.0 0.44
H -2.667 3.789 4.806 0.0 0.0 0.0 0.41
H -3.905 1.768 4.085 0.0 0.0 0.0 0.44
H -2.717 -0.091 3.007 0.0 0.0 0.0 0.49
F 2.422 1.962 -7.429 0.0 0.0 0.0 -0.21
C 2.672 0.656 -7.444 0.0 0.0 0.1 0.51
F 3.767 0.427 -8.155 0.0 0.0 0.0 -0.20
F 1.644 0.027 -8.015 0.0 0.0 0.0 -0.21
S 2.846 0.018 -5.724 0.2 0.2 -0.3 1.14
O 1.698 0.514 -4.999 0.0 0.5 -0.6 -0.53
O 2.922 -1.420 -5.813 0.0 0.0 -0.1 -0.66
N 4.205 0.725 -5.363 0.0 -0.1 0.0 -0.47
S 4.897 0.374 -3.993 -0.1 0.1 0.0 0.90
O 3.983 -0.293 -3.082 1.0 0.3 0.2 -0.77
O 6.222 -0.133 -4.122 0.0 0.0 0.0 -0.62
C 5.097 2.054 -3.268 0.0 0.0 0.0 0.59
F 3.909 2.635 -3.100 0.0 0.0 0.0 -0.17
F 5.687 1.945 -2.075 0.0 0.0 0.0 -0.22
F 5.846 2.823 -4.051 0.0 0.0 0.0 -0.24
```
Forces are in eV/Å.

The gap between HOMO and LUMO comes out at 0.295 Ha. The value obtained for the energy above the lowest of the compared OMol25 structures with the same formula, charge and spin is 0.469 eV.

no.,largest force on an atom (eV/A)
1,3.66
2,5.58
3,1.15
4,1.04